# 1
The following is a DFT calculation (the ωB97M-V functional and the def2-TZVPD basis) of a single C18H27N3O3 molecule.

Values from the calculation:
SMILES string: CCOc1ccc(/C=N/NC(=O)CN2CCCCC2)cc1OCC
Max |F| in eV/Å: 0.917
E_HOMO in eV: -7.77
Spin multiplicity: 1
Orbital gap in Ha: 0.3097
Energy above the lowest of the compared OMol25 structures with the same formula, charge and spin in kcal per mole: 85.3

Last column: natural (NBO) charge in e.
Element x y z (Å)
O1 -4.99 -1.46 0.87  -0.496
O2 -4.21 1.25 0.27  -0.535
O3 2.69 1.11 -1.30  -0.619
N1 1.15 -1.32 -0.66  -0.265
N2 5.56 -0.17 -0.47  -0.438
N3 2.45 -1.14 -1.00  -0.440
C1 5.38 -1.08 0.64  -0.215
C2 3.16 -0.01 -1.29  0.634
C3 -3.75 -1.08 0.48  0.256
C4 5.89 1.17 -0.02  -0.212
C5 -1.50 -1.92 0.11  -0.190
C6 -2.82 -2.12 0.44  -0.227
C7 -1.97 0.42 -0.16  -0.269
C8 4.81 0.78 2.20  -0.397
C9 -6.42 -0.62 -0.94  -0.638
C10 4.64 -0.29 -1.58  -0.295
C11 -6.14 -0.69 0.56  -0.061
C12 -5.06 3.44 -0.06  -0.618
C13 4.91 1.74 1.02  -0.431
C14 4.39 -0.60 1.70  -0.423
C15 -3.82 2.55 -0.14  -0.062
C16 -3.30 0.23 0.19  0.293
C17 0.31 -0.36 -0.58  0.069
C18 -1.06 -0.64 -0.21  -0.114
H1 3.38 -0.54 1.29  0.201
H2 6.37 -1.20 1.11  0.192
H3 5.78 0.71 2.69  0.189
H4 4.95 0.43 -2.34  0.225
H5 3.93 1.87 0.56  0.222
H6 5.08 -2.06 0.24  0.188
H7 -5.84 3.05 -0.71  0.212
H8 -1.61 1.41 -0.39  0.218
H9 4.75 -1.30 -1.99  0.193
H10 -5.43 3.46 0.96  0.214
H11 -0.80 -2.74 0.08  0.230
H12 -7.37 -0.13 -1.11  0.214
H13 -6.46 -1.63 -1.36  0.212
H14 -5.63 -0.07 -1.44  0.211
H15 0.56 0.67 -0.78  0.205
H16 6.89 1.12 0.42  0.185
H17 4.38 -1.32 2.53  0.210
H18 4.09 1.15 2.93  0.209
H19 2.95 -2.02 -1.01  0.392
H20 -3.03 2.94 0.52  0.174
H21 -3.44 2.53 -1.17  0.174
H22 -3.19 -3.11 0.69  0.224
H23 5.93 1.83 -0.89  0.203
H24 -4.80 4.45 -0.36  0.216
H25 5.27 2.71 1.35  0.206
H26 -6.07 0.31 0.98  0.191
H27 -6.95 -1.23 1.06  0.184

=====

# 2
The following is a DFT calculation (the ωB97M-V functional and the def2-TZVPD basis) of a molecular structure, C3HN2O4 at a distorted geometry.

Values from the calculation:
Max |F| in eV/Å: 3.424
Charge: -1
E_HOMO in eV: -5.27
Spin multiplicity: 1
Orbital gap in Ha: 0.3333
Energy above the lowest of the compared OMol25 structures with the same formula, charge and spin in kcal per mole: 95.3

Last column: natural (NBO) charge in e.
Element x y z (Å)
O1 0.55 0.03 0.39  -0.696
O2 -2.78 -1.59 0.66  -0.483
O3 1.35 -0.67 -1.75  -0.651
O4 2.86 -0.28 -0.09  -0.621
N1 -2.29 -0.70 -0.01  0.104
N2 0.56 1.79 2.03  -0.579
C1 -1.47 0.04 -0.41  0.064
C2 1.87 -0.40 -0.72  1.029
C3 0.62 1.00 1.18  0.587
H1 -1.27 0.77 -1.29  0.246

=====

# 3
The following is a DFT calculation (the ωB97M-V functional and the def2-TZVPD basis) of a single C5H8O molecule.

Values from the calculation:
Max |F| in eV/Å: 0.440
E_HOMO in eV: -8.53
Spin multiplicity: 1
Orbital gap in Ha: 0.3110
Energy above the lowest of the compared OMol25 structures with the same formula, charge and spin in kcal per mole: 113.4

Last column: natural (NBO) charge in e.
Element x y z (Å)
O1 -0.75 0.68 2.39  -0.450
C1 0.31 1.05 0.22  0.164
C2 0.70 -0.51 -1.47  -0.597
C3 -0.72 0.38 0.98  -0.160
C4 0.09 0.91 -1.24  -0.556
C5 -0.21 -0.54 2.05  -0.045
H1 0.64 1.65 -1.82  0.218
H2 0.87 -0.65 2.18  0.199
H3 -0.81 -1.42 2.28  0.188
H4 -1.71 0.13 0.58  0.180
H5 -0.97 0.91 -1.57  0.197
H6 1.19 -0.57 -2.44  0.229
H7 -0.08 -1.28 -1.42  0.212
H8 1.45 -0.73 -0.70  0.221

=====

What did the third record say?
The following is a DFT calculation (the ωB97M-V functional and the def2-TZVPD basis) of a single C5H8O molecule.

Values from the calculation:
Max |F| in eV/Å: 0.440
E_HOMO in eV: -8.53
Spin multiplicity: 1
Orbital gap in Ha: 0.3110
Energy above the lowest of the compared OMol25 structures with the same formula, charge and spin in kcal per mole: 113.4

Last column: natural (NBO) charge in e.
Element x y z (Å)
O1 -0.75 0.68 2.39  -0.450
C1 0.31 1.05 0.22  0.164
C2 0.70 -0.51 -1.47  -0.597
C3 -0.72 0.38 0.98  -0.160
C4 0.09 0.91 -1.24  -0.556
C5 -0.21 -0.54 2.05  -0.045
H1 0.64 1.65 -1.82  0.218
H2 0.87 -0.65 2.18  0.199
H3 -0.81 -1.42 2.28  0.188
H4 -1.71 0.13 0.58  0.180
H5 -0.97 0.91 -1.57  0.197
H6 1.19 -0.57 -2.44  0.229
H7 -0.08 -1.28 -1.42  0.212
H8 1.45 -0.73 -0.70  0.221

=====

Copy entry 2 word for word.
The following is a DFT calculation (the ωB97M-V functional and the def2-TZVPD basis) of a molecular structure, C3HN2O4 at a distorted geometry.

Values from the calculation:
Max |F| in eV/Å: 3.424
Charge: -1
E_HOMO in eV: -5.27
Spin multiplicity: 1
Orbital gap in Ha: 0.3333
Energy above the lowest of the compared OMol25 structures with the same formula, charge and spin in kcal per mole: 95.3

Last column: natural (NBO) charge in e.
Element x y z (Å)
O1 0.55 0.03 0.39  -0.696
O2 -2.78 -1.59 0.66  -0.483
O3 1.35 -0.67 -1.75  -0.651
O4 2.86 -0.28 -0.09  -0.621
N1 -2.29 -0.70 -0.01  0.104
N2 0.56 1.79 2.03  -0.579
C1 -1.47 0.04 -0.41  0.064
C2 1.87 -0.40 -0.72  1.029
C3 0.62 1.00 1.18  0.587
H1 -1.27 0.77 -1.29  0.246

=====

What is the formula in the third record?
C5H8O

=====

Among the records above, which one has the highest max |F|?
C3HN2O4